(1)
DFT (ωB97M-V/def2-TZVPD) results for a molecular structure, C24H61BrFNO9PS at a distorted geometry.

Geometry as XYZ:
```
99
C24H61BrFNO9PS (ωB97M-V/def2-TZVPD)
O -3.2080 -2.6163 0.1387
S -3.4893 -1.2407 -0.1028
O -4.3957 -0.6746 0.8197
F -2.1332 -0.4746 0.1523
N -3.9896 -1.0128 -1.5855
P -3.0006 -0.3510 -2.7367
O -1.5261 -1.0696 -2.6218
Br -2.4494 1.7919 -2.0444
H -1.3598 -1.4274 -1.7344
C -1.5380 -4.6343 2.4177
C -1.2971 -4.8733 0.9397
O -0.0848 -5.5730 0.6581
C 0.0317 -6.8616 1.2169
C -1.0481 -7.8306 0.7617
H -0.7083 -4.0757 2.8538
H -2.4550 -4.0612 2.5482
H -1.6403 -5.5676 2.9772
H -1.2157 -3.9173 0.4344
H -2.1488 -5.3890 0.4867
H 0.0642 -6.8067 2.3122
H 1.0049 -7.2342 0.8935
H -2.0430 -7.5072 1.0674
H -0.8711 -8.8193 1.1893
H -1.0477 -7.9157 -0.3262
C 2.4908 -7.0962 -1.6165
C 2.7149 -7.3177 -3.1011
O 3.9243 -7.9941 -3.4136
C 4.0682 -9.2892 -2.8666
C 2.9925 -10.2709 -3.3013
H 3.3205 -6.5360 -1.1841
H 1.5692 -6.5363 -1.4526
H 2.4076 -8.0386 -1.0712
H 2.7845 -6.3538 -3.6037
H 1.8607 -7.8408 -3.5455
H 4.1229 -9.2383 -1.7728
H 5.0407 -9.6414 -3.2124
H 2.0000 -9.9643 -2.9706
H 3.1936 -11.2574 -2.8816
H 2.9696 -10.3531 -4.3887
C 1.7042 3.7541 0.3645
C 1.7836 2.6909 -0.7174
O 1.1090 3.0369 -1.9082
C 1.5545 4.2021 -2.5650
C 3.0125 4.1585 -2.9966
H 0.6651 3.9781 0.6071
H 2.2086 3.4106 1.2696
H 2.1790 4.6880 0.0537
H 1.3035 1.7784 -0.3651
H 2.8300 2.4334 -0.9303
H 1.3649 5.0887 -1.9446
H 0.9172 4.2942 -3.4447
H 3.6939 4.0749 -2.1484
H 3.2705 5.0693 -3.5398
H 3.1882 3.3022 -3.6490
C -7.4520 -2.1522 0.0460
C -8.0022 -1.1512 1.0409
O -9.3857 -1.3278 1.3492
C -9.7330 -2.5734 1.9120
C -9.0315 -2.8795 3.2258
H -8.0167 -2.1167 -0.8873
H -6.4105 -1.9184 -0.1587
H -7.4971 -3.1763 0.4231
H -7.9242 -0.1487 0.6239
H -7.4039 -1.1543 1.9567
H -9.5622 -3.3808 1.1897
H -10.8107 -2.5252 2.0801
H -7.9504 -2.9450 3.1052
H -9.3820 -3.8327 3.6256
H -9.2374 -2.0972 3.9579
C -1.9845 8.4372 2.3786
C -0.8359 7.4651 2.5907
O -0.4970 6.7154 1.4425
C -0.0813 7.4486 0.3079
C 1.1602 8.2944 0.5387
H -2.8715 7.9064 2.0326
H -2.2227 8.9456 3.3137
H -1.7437 9.2010 1.6378
H -1.1210 6.7283 3.3414
H 0.0456 7.9885 2.9822
H -0.9043 8.0639 -0.0737
H 0.1279 6.6992 -0.4555
H 0.9987 9.0659 1.2931
H 1.4527 8.7903 -0.3877
H 1.9885 7.6688 0.8756
C 8.4424 5.7072 0.2830
C 7.2638 5.8147 -0.6706
O 6.2956 4.7978 -0.5085
C 5.6732 4.7222 0.7624
C 4.9290 5.9872 1.1534
H 8.9321 4.7390 0.1746
H 9.1687 6.4927 0.0711
H 8.1371 5.8105 1.3249
H 7.6187 5.7134 -1.6964
H 6.7972 6.8041 -0.5964
H 6.4047 4.4448 1.5303
H 4.9655 3.8958 0.6961
H 5.5959 6.8464 1.2405
H 4.4317 5.8510 2.1141
H 4.1750 6.2278 0.4026
```

Computed properties:
* F_max: 2.753 eV/A
* total energy: -138680.0153 eV
* net charge: -1
* LUMO energy: 2.1 eV

---

(2)
DFT (ωB97M-V/def2-TZVPD) results for a molecular structure, C32H81AlF6N7O16S2 at a distorted geometry.

Geometry as XYZ:
```
145
C32H81AlF6N7O16S2 (ωB97M-V/def2-TZVPD)
Al -2.2906 0.7710 5.1147
C -3.1272 -2.4736 1.7355
F -1.8425 -2.8056 1.8018
F -3.5321 -2.9127 0.5467
F -3.8029 -3.0880 2.6942
S -3.4761 -0.5774 1.8904
O -3.9781 -0.0802 0.6437
O -4.2912 -0.3646 3.0688
N -1.9719 0.0210 2.3747
S -1.1769 0.3816 1.0458
O -1.1129 -0.6958 0.0814
O -1.4470 1.6832 0.4920
C 0.6283 0.4864 1.5913
F 0.7825 1.1720 2.7411
F 1.1249 -0.7296 1.7943
F 1.3211 1.1313 0.6664
C -8.5410 -8.2669 1.3755
C -7.6802 -7.4926 0.3792
C -6.2104 -7.2892 0.6827
O -5.4379 -6.7733 -0.3924
C -5.7944 -5.4377 -0.7430
N -7.7854 -8.1405 -1.0107
H -7.0869 -7.6730 -1.6011
H -7.3650 -9.0758 -0.9638
H -8.6847 -8.1941 -1.4860
H -9.5522 -8.4569 1.0247
H -8.5656 -7.8114 2.3654
H -8.0815 -9.2293 1.6247
H -8.1349 -6.5288 0.1359
H -5.8320 -8.2907 0.9069
H -6.1198 -6.6953 1.5943
H -5.0426 -5.1241 -1.4653
H -5.7226 -4.7598 0.1109
H -6.7826 -5.3770 -1.2061
C 4.6519 -3.8862 -3.9274
C 3.1578 -3.9687 -3.9286
C 2.5163 -3.9582 -2.5500
O 3.0018 -2.8709 -1.7884
C 2.2305 -2.4389 -0.6988
N 2.5992 -2.7505 -4.6592
H 2.8871 -2.7629 -5.6373
H 1.5791 -2.7450 -4.6505
H 2.8704 -1.8988 -4.1489
H 5.0562 -3.8231 -4.9405
H 5.0387 -4.8231 -3.5264
H 5.0599 -3.0332 -3.3888
H 2.7227 -4.8759 -4.3505
H 2.8728 -4.8664 -2.0467
H 1.4232 -3.9252 -2.4768
H 2.4123 -1.4696 -0.2424
H 2.3069 -3.1842 0.1042
H 1.1621 -2.4357 -0.9543
C -3.0068 1.2457 -2.9956
C -3.3652 1.5247 -4.4481
C -3.4614 2.9701 -4.9089
O -3.8482 2.9497 -6.2563
C -4.3722 4.1820 -6.7123
N -2.3464 0.8779 -5.3777
H -1.3720 1.0984 -5.0701
H -2.2781 -0.1394 -5.3980
H -2.3876 1.2168 -6.3426
H -2.3160 1.9824 -2.5954
H -2.6899 0.2109 -2.8619
H -3.9273 1.2397 -2.4083
H -4.3337 1.0935 -4.7055
H -2.4578 3.3840 -4.7440
H -4.1584 3.4474 -4.2153
H -3.6050 4.9455 -6.8404
H -5.1160 4.5849 -6.0117
H -5.0108 4.0292 -7.5800
C 6.0641 2.3317 -1.1689
C 5.4107 2.6664 -2.4942
C 3.8945 2.6550 -2.4568
O 3.3679 3.6452 -1.6026
C 1.9531 3.7039 -1.6591
N 6.0166 3.9717 -3.0176
H 5.5501 4.3119 -3.8621
H 6.0148 4.7536 -2.3588
H 6.9896 3.7605 -3.2461
H 5.9556 3.1265 -0.4303
H 7.1283 2.2103 -1.3890
H 5.7028 1.4023 -0.7371
H 5.7664 1.9266 -3.2109
H 3.5412 1.6432 -2.2242
H 3.4444 2.8377 -3.4429
H 1.5263 2.7876 -1.2451
H 1.6343 3.7884 -2.7029
H 1.6124 4.5672 -1.0947
C 0.5896 4.2800 2.1398
C 0.5449 5.1293 3.3830
C 1.8015 5.9345 3.6706
O 2.2530 6.6806 2.5724
C 3.5291 6.2916 2.0212
N -0.5950 6.1574 3.2264
H -1.4896 5.6630 3.1575
H -0.6176 6.7848 4.0291
H -0.5974 6.6448 2.3274
H 1.4861 3.6708 2.2564
H 0.5317 4.8415 1.2063
H -0.2383 3.5795 2.0012
H 0.2044 4.5635 4.2520
H 2.5223 5.2756 4.1658
H 1.6067 6.6883 4.4420
H 3.9980 7.1696 1.5886
H 3.3937 5.4697 1.3166
H 4.1055 5.9849 2.8964
C 4.8868 -1.6516 2.1291
C 4.7071 -1.6559 3.6678
C 3.2645 -1.7362 4.1364
O 2.5921 -2.8535 3.6400
C 1.3954 -3.1437 4.3300
N 5.4862 -2.8241 4.2544
H 5.1866 -3.7367 3.8949
H 6.4928 -2.8707 4.0504
H 5.4975 -2.8449 5.2783
H 4.4440 -0.7816 1.6508
H 4.5920 -2.6060 1.6977
H 5.9529 -1.5246 1.9169
H 5.2451 -0.8103 4.0941
H 2.7626 -0.8409 3.7435
H 3.1788 -1.5741 5.2181
H 1.5513 -3.2823 5.4060
H 1.0474 -4.1466 4.0780
H 0.5403 -2.4771 4.2047
C 2.3629 1.7972 5.4731
C 0.8950 1.4673 5.7589
O 0.0430 2.3528 5.5988
O 0.5742 0.2462 5.9344
H 2.6070 2.8591 5.4943
H 2.7421 1.5283 4.4831
H 3.1163 1.3178 6.0988
C -4.2272 3.4038 1.9619
C -3.4903 4.1232 3.0324
O -2.5583 3.5041 3.6272
O -3.7672 5.2906 3.3555
H -4.8162 2.5903 2.3944
H -3.4566 2.8350 1.4202
H -4.8046 3.9560 1.2244
C 0.3989 0.4914 -2.4921
C 0.8331 0.9101 -3.9067
O 0.2306 1.8574 -4.4875
O 1.9118 0.4246 -4.3389
H 1.3344 0.1221 -2.0689
H -0.2433 -0.3724 -2.6675
H 0.0056 1.3276 -1.9274
```

Computed properties:
* F_max: 2.995 eV/A
* total energy: -122205.6094 eV
* net charge: +5
* LUMO energy: -15.5 eV